Entry 1:
Here is an isolated molecule of C3H6N2O2 in a non-equilibrium geometry from the Open Molecules 2025 dataset. Energies are from wB97M-V/def2-TZVPD.

Structure (XYZ):
```
13
C3H6N2O2 wB97M-V/def2-TZVPD
C 0.05192 -1.81356 1.11037
C -0.05877 -0.59793 -1.02430
H 0.01333 1.32394 1.80632
N 0.52948 -1.58141 -0.04664
H -0.59310 1.53468 -0.96566
O -0.95151 1.06807 1.92056
N -1.16084 0.37497 0.78690
H -0.94476 -0.96644 -1.37105
H 0.64742 1.30560 0.12931
O 1.49027 -2.26976 -0.53406
C -0.20115 0.69636 -0.31694
H 0.80026 -0.61979 -1.86812
H 0.39549 -2.38776 1.92970
```

Summary:
Multiplicity: 1
Net charge: 0
Orbital gap (alpha / beta), eV: 8.41 / 8.94
Calculated total energy, Eh: -377.60006
Energy above the lowest of the compared OMol25 structures with the same formula, charge and spin, kcal/mol: 225.45

Mulliken population analysis, charges in e, atoms 1 to 6: -0.234 -0.626 0.365 0.487 0.290 -0.236



Entry 2:
Here is an isolated molecule of C3H6N2O2 in a non-equilibrium geometry from the Open Molecules 2025 dataset. Energies are from wB97M-V/def2-TZVPD.

Structure (XYZ):
```
13
C3H6N2O2 wB97M-V/def2-TZVPD
H -0.08926 1.06075 -1.17524
N 0.69106 0.47332 1.37208
H 0.17659 -2.24052 -0.36671
C -0.88483 0.79828 -0.47127
C -0.44509 1.10547 0.96674
H 1.29015 0.02770 0.69158
H 1.06618 0.73370 2.27256
N 0.90907 -1.01264 -1.25487
O -1.07961 1.86720 1.67186
C -0.27210 -1.43336 -0.97317
O -1.25851 -0.59616 -0.63561
H 1.42656 -1.82815 -1.57879
H -1.78164 1.38252 -0.66267
```

Summary:
Multiplicity: 1
Net charge: 0
SMILES: [H]/N=C/OCC(N)=O
Orbital gap, eV: 10.60
Calculated total energy, Eh: -377.84001
Energy above the lowest of the compared OMol25 structures with the same formula, charge and spin, kcal/mol: 74.88

Mulliken population analysis, charges in e, atoms 1 to 6: 0.359 -0.340 0.339 -0.385 0.514 0.232



Entry 3:
Here is an isolated molecule of C3H6N2O2 in a non-equilibrium geometry from the Open Molecules 2025 dataset. Energies are from wB97M-V/def2-TZVPD.

Structure (XYZ):
```
13
C3H6N2O2 wB97M-V/def2-TZVPD
C 0.29725 -0.55996 0.25214
H -1.21509 1.11520 -1.46939
O -1.93118 0.30900 0.81868
N 1.68899 -0.45280 0.60426
N -0.55151 0.49370 -1.93663
C -0.61608 0.58388 0.86954
H 2.13579 0.32427 0.12903
H 0.78369 -0.94607 -1.80539
H -2.21924 -0.19579 0.04222
C 0.12260 -0.30918 -1.22391
O -0.18609 1.45587 1.58110
H 1.78596 -0.28318 1.59872
H -0.09509 -1.53497 0.53963
```

Summary:
Multiplicity: 1
Net charge: 0
SMILES: [H]/N=C\[C@@H](N)C(=O)O
Orbital gap, eV: 10.65
Calculated total energy, Eh: -377.88182
Energy above the lowest of the compared OMol25 structures with the same formula, charge and spin, kcal/mol: 48.64

Mulliken population analysis, charges in e, atoms 1 to 6: 0.205 0.267 -0.478 -0.672 -0.655 0.407



Entry 4:
Here is an isolated molecule of C3H6N2O2 in a non-equilibrium geometry from the Open Molecules 2025 dataset. Energies are from wB97M-V/def2-TZVPD.

Structure (XYZ):
```
13
C3H6N2O2 wB97M-V/def2-TZVPD
O 0.61115 -2.87439 0.10848
C 0.08391 -1.68146 0.43556
C -0.84131 1.16828 0.50233
O -0.66433 -1.59898 1.39149
C 0.13900 0.49637 -0.42044
H -0.34161 2.00982 0.99204
H -1.66651 1.56521 -0.09686
H 0.92646 2.29548 -1.14695
H -1.25687 0.52256 1.26946
H 0.25245 -3.46848 0.79499
H 1.43720 0.90920 -1.96718
N 0.62207 -0.69118 -0.43756
N 0.69839 1.34759 -1.42535
```

Summary:
Multiplicity: 1
Net charge: 0
SMILES: C/C(N)=N\C(=O)O
Orbital gap, eV: 10.71
Calculated total energy, Eh: -377.93288
Energy above the lowest of the compared OMol25 structures with the same formula, charge and spin, kcal/mol: 16.60

Mulliken population analysis, charges in e, atoms 1 to 6: -0.442 0.546 -1.043 -0.614 0.764 0.292



Entry 5:
Here is a structure of composition C3H6N2O2 in a non-equilibrium geometry from the Open Molecules 2025 dataset. Energies are from wB97M-V/def2-TZVPD.

Structure (XYZ):
```
13
C3H6N2O2 wB97M-V/def2-TZVPD
H -3.12904 0.06818 0.88156
H 2.73177 -1.51914 0.61133
H -3.34358 0.08210 -0.76916
H -2.81046 -1.44791 0.13823
C 3.15374 -0.40804 -0.01190
N 2.24636 0.42780 -0.29554
O -1.35370 -0.29716 -0.37681
H 4.22633 -0.40067 -0.12653
N -1.02461 0.95343 -0.12079
C 0.16992 1.13858 0.08103
C -2.71594 -0.38743 0.01437
O 0.98869 -0.16434 -0.18951
H 0.86051 1.95460 0.16372
```

Summary:
Multiplicity: 1
Net charge: 0
Orbital gap, eV: 10.57
Calculated total energy, Eh: -377.67131
Energy above the lowest of the compared OMol25 structures with the same formula, charge and spin, kcal/mol: 180.74

Mulliken population analysis, charges in e, atoms 1 to 6: 0.329 0.174 0.240 0.270 -0.239 -0.490



Entry 6:
Here is a cluster of 2 separate species, C3H6N2O2 in total in a non-equilibrium geometry from the Open Molecules 2025 dataset. Energies are from wB97M-V/def2-TZVPD.

Structure (XYZ):
```
13
C3H6N2O2 wB97M-V/def2-TZVPD
H 2.47279 -2.55697 -0.66473
O -1.00780 -0.43463 -0.85236
C 1.94240 -0.59811 -0.03069
N -1.53149 0.50495 -0.17062
C 1.72151 -1.86761 -0.25594
H 2.24922 1.42794 0.12189
H 0.67207 -2.07575 -0.39129
O -2.90132 0.68235 -0.35346
H -1.73610 1.96712 1.16064
C -0.95769 1.39695 0.63967
H -3.14656 -0.18794 -0.77636
N 2.09926 0.44525 0.59201
H 0.12371 1.29646 0.98123
```

Summary:
Multiplicity: 1
Net charge: 0
SMILES: C=[N+]([O-])O.C=C=N
Orbital gap, eV: 9.47
Calculated total energy, Eh: -377.70453
Energy above the lowest of the compared OMol25 structures with the same formula, charge and spin, kcal/mol: 159.90

Mulliken population analysis, charges in e, atoms 1 to 6: 0.258 -0.682 0.587 0.618 -0.834 0.301



Entry 7:
Here is a cluster of 2 separate species, C3H6N2O2 in total in a non-equilibrium geometry from the Open Molecules 2025 dataset. Energies are from wB97M-V/def2-TZVPD.

Structure (XYZ):
```
13
C3H6N2O2 wB97M-V/def2-TZVPD
H 0.28698 -1.79211 -0.01702
H -2.49782 1.60130 -0.49472
H 1.83892 1.03711 -0.09167
C -0.84366 0.11284 -0.03295
N -0.32473 1.24364 -0.23314
O 2.75602 0.94732 -0.33273
O 2.39621 -1.05969 0.40769
N 3.23362 -0.18433 0.04073
H -1.82189 1.53033 1.34805
C -1.75238 1.24309 0.23496
C -0.73247 -1.31693 -0.19192
H -1.31705 -1.40626 -1.13693
H -1.22174 -1.95632 0.49964
```

Summary:
Multiplicity: 1
Net charge: 0
SMILES: CC1=NC1.O=NO
Orbital gap, eV: 10.23
Calculated total energy, Eh: -377.71225
Energy above the lowest of the compared OMol25 structures with the same formula, charge and spin, kcal/mol: 155.05

Mulliken population analysis, charges in e, atoms 1 to 6: 0.219 0.226 0.409 0.394 -0.528 -0.275



Entry 8:
Here is a structure of composition C3H6N2O2S in a non-equilibrium geometry from the Open Molecules 2025 dataset. Energies are from wB97M-V/def2-TZVPD.

Structure (XYZ):
```
14
C3H6N2O2S wB97M-V/def2-TZVPD
S -0.01946 -3.35201 1.02707
H 2.31628 1.39498 -1.04861
C 2.04412 0.87221 -0.01026
O -1.75535 1.45483 0.22632
H -2.30597 -2.60111 0.34187
O -1.09137 -1.11354 -0.01542
H 2.57837 -0.08252 0.22568
N 0.39908 -0.76916 0.04672
H -0.54005 2.49775 -1.21528
C 0.57455 0.48897 -0.08669
C -1.21735 -2.39198 0.51178
H 1.80715 1.69344 0.85401
H -2.26538 0.56287 -0.23137
N -0.52463 1.34527 -0.62583
```

Summary:
Multiplicity: 1
Net charge: 0
Orbital gap, eV: 8.91
Calculated total energy, Eh: -775.83288
Energy above the lowest of the compared OMol25 structures with the same formula, charge and spin, kcal/mol: 192.82

Mulliken population analysis, charges in e, atoms 1 to 6: -0.245 0.237 -0.691 -0.429 0.280 -0.197



Entry 9:
Here is an isolated molecule of C3H6N2O2S in a non-equilibrium geometry from the Open Molecules 2025 dataset. Energies are from wB97M-V/def2-TZVPD.

Structure (XYZ):
```
14
C3H6N2O2S wB97M-V/def2-TZVPD
C -0.83173 -0.83124 0.31540
H -0.62326 -0.69821 1.28800
H -1.85730 -1.29132 0.30022
O 2.26019 1.74840 0.30409
N 0.06535 -1.72617 -0.26371
H -2.03694 1.08722 -0.04198
S 1.69042 -0.98317 -0.09756
H -1.08843 0.22428 -1.50919
C 1.34495 1.01415 0.05030
O 2.09482 -1.23230 1.26472
H -0.02711 -1.77943 -1.28449
N 0.04748 1.42351 -0.01592
C -1.04870 0.58771 -0.32906
H 0.01024 2.45658 0.01918
```

Summary:
Multiplicity: 1
Net charge: 0
Orbital gap, eV: 9.45
Calculated total energy, Eh: -776.02111
Energy above the lowest of the compared OMol25 structures with the same formula, charge and spin, kcal/mol: 74.70

Mulliken population analysis, charges in e, atoms 1 to 6: -0.941 0.524 0.336 -0.524 -0.393 0.388



Entry 10:
Here is an isolated molecule of C3H6N2O2S in a non-equilibrium geometry from the Open Molecules 2025 dataset. Energies are from wB97M-V/def2-TZVPD.

Structure (XYZ):
```
14
C3H6N2O2S wB97M-V/def2-TZVPD
H -3.48211 1.08445 0.20454
O 2.82140 -1.03594 -0.21263
C 1.55508 -1.28842 0.27078
C 0.67571 -0.04560 0.11236
H -2.27804 -1.58238 -0.45031
S 1.30897 1.44074 -0.16723
N -2.98022 -0.85596 -0.35532
C -2.70211 0.37814 0.07345
H 2.94427 -0.07266 -0.03752
N -1.51888 0.72529 0.41661
O -0.62767 -0.34486 0.11315
H -3.95360 -1.17015 -0.54616
H 1.46425 -1.43606 1.35888
H 1.13349 -2.17878 -0.22650
```

Summary:
Multiplicity: 1
Net charge: 0
SMILES: N/C=N\OC(=S)CO
Orbital gap, eV: 9.35
Calculated total energy, Eh: -776.01592
Energy above the lowest of the compared OMol25 structures with the same formula, charge and spin, kcal/mol: 77.96

Mulliken population analysis, charges in e, atoms 1 to 6: 0.407 -0.452 -0.254 0.327 0.226 -0.357



Entry 11:
Here is an isolated molecule of C3H6N2O2S in a non-equilibrium geometry from the Open Molecules 2025 dataset. Energies are from wB97M-V/def2-TZVPD.

Structure (XYZ):
```
14
C3H6N2O2S wB97M-V/def2-TZVPD
H -0.24291 0.28673 -1.75221
C -0.23584 1.49124 0.11459
N 0.43704 -2.31446 -0.75840
H 0.31643 2.36133 -0.21745
N -0.09373 -0.53245 1.47689
O 1.63260 -2.05987 -0.66391
H -1.06298 1.88078 0.76436
C 0.60965 0.64458 1.15656
O -0.10337 -3.31745 -1.07051
H 1.50570 0.34388 0.63645
H -1.80309 0.76597 -1.22296
S -0.83002 -1.14262 0.24612
C -0.79815 0.54714 -0.87344
H 0.66866 1.04520 2.16391
```

Summary:
Multiplicity: 1
Net charge: 0
Orbital gap (alpha / beta), eV: 9.02 / 9.02
Calculated total energy, Eh: -775.90527
Energy above the lowest of the compared OMol25 structures with the same formula, charge and spin, kcal/mol: 147.39

Mulliken population analysis, charges in e, atoms 1 to 6: 0.341 -0.482 0.768 0.357 -0.402 -0.507



Entry 12:
Here is a cluster of 3 separate species, C3H6N2O3 in total in a non-equilibrium geometry from the Open Molecules 2025 dataset. Energies are from wB97M-V/def2-TZVPD.

Structure (XYZ):
```
14
C3H6N2O3 wB97M-V/def2-TZVPD
H -3.15666 -0.11183 -3.19131
H -0.84975 -0.96639 -2.73673
C -1.70002 -1.29126 -2.11828
C -2.80648 -0.31003 -2.10510
C 4.66946 1.94481 2.85032
O -3.80475 -2.13080 0.08179
N -2.32231 1.00046 -2.53729
O 4.22678 1.42236 3.77456
H -3.62948 -0.53194 -1.41958
N -1.57815 -2.35587 -1.46730
O 5.19453 2.36657 1.90914
H -3.00690 1.71497 -2.26553
H -4.61931 -2.33355 0.55179
H -2.47485 -2.61226 -1.00571
```

Summary:
Multiplicity: 2
Net charge: -1
Orbital gap (alpha / beta), eV: 5.21 / 5.21
Calculated total energy, Eh: -453.05632
Energy above the lowest of the compared OMol25 structures with the same formula, charge and spin, kcal/mol: 38.91

Mulliken population analysis, charges in e, atoms 1 to 6: 0.201 0.362 -0.107 -0.175 0.700 -1.098



Q: Which of these has the lowest calculated total energy?
A: number 9